Formula: C57H57F3INO3P3S5Sc
Source: OMol25
Level of theory: ωB97M-V with the def2-TZVPD basis set

```
131
Properties=species:S:1:pos:R:3:mulliken_charge:R:1
Sc 0.19138 -1.10246 -0.86726 0.040
C -6.51790 0.97474 -1.52407 -0.655
C -6.15239 1.07090 -0.05059 -1.121
S -4.58080 0.34214 0.47924 0.413
C -4.74180 -1.35353 -0.11376 -0.246
C -4.38964 -1.64079 -1.57780 -1.405
S -2.96831 -0.71348 -2.21895 -0.068
C -3.56041 -0.10430 -3.82094 -0.563
C -4.95609 0.52659 -3.85970 -1.158
S -5.33803 1.79604 -2.63119 0.020
H -7.49168 1.44843 -1.65824 0.534
H -6.63684 -0.06134 -1.83176 0.291
H -6.95986 0.63057 0.53830 0.510
H -6.07991 2.11826 0.24833 0.405
H -5.77551 -1.66537 0.05307 0.733
H -4.12734 -1.96328 0.55190 -0.478
H -5.23117 -1.40722 -2.22042 0.304
H -4.20760 -2.70791 -1.69884 0.745
H -3.52027 -0.91489 -4.54987 0.560
H -2.80847 0.63091 -4.11218 -0.188
H -5.73646 -0.23294 -3.83483 0.541
H -5.05196 1.00393 -4.83657 0.529
C 4.10508 5.86757 -0.19653 -0.635
S 3.02617 5.86876 1.25085 -0.090
C 1.39122 5.82856 0.45902 -1.121
C 0.74481 4.45018 0.48284 0.465
C 1.53824 3.47815 -0.37305 -0.924
N 1.00703 2.09587 -0.40711 0.867
P 0.09729 1.52682 -1.71329 1.765
C -1.17321 2.78720 -1.94554 1.731
C -2.28594 2.77031 -1.10754 -0.071
C -3.10184 3.88848 -1.02053 -0.855
C -2.83553 5.00640 -1.79571 -0.939
C -1.76139 5.00406 -2.67881 -0.967
C -0.92614 3.90204 -2.75178 -0.682
C 1.15801 1.68041 -3.16880 0.718
C 0.59192 1.57956 -4.44017 -0.609
C 1.38974 1.69791 -5.56513 -0.674
C 2.75416 1.92240 -5.42634 -0.866
C 3.32222 2.01786 -4.16587 -0.730
C 2.52796 1.89049 -3.03509 -0.351
P 1.30914 0.94695 0.80235 0.930
C 3.06542 1.15629 1.19607 1.197
C 4.02303 0.33147 0.60425 -1.066
C 5.37551 0.58521 0.78041 -0.789
C 5.78789 1.66383 1.54835 -0.946
C 4.84482 2.50163 2.12712 -0.962
C 3.49366 2.25410 1.95089 -0.715
C 0.41253 1.54143 2.26636 0.491
C -0.88814 2.00990 2.07858 0.456
C -1.66241 2.39480 3.15979 -0.504
C -1.14778 2.30699 4.44759 -1.107
C 0.14058 1.83134 4.64585 -0.956
C 0.91898 1.44953 3.56098 -0.674
H 5.12935 5.87145 0.17144 0.389
H 3.95063 6.76097 -0.79824 0.329
H 3.96097 4.97787 -0.80927 0.026
H 1.50159 6.18792 -0.56656 0.431
H 0.75729 6.54523 0.98001 0.516
H -0.28144 4.52367 0.10906 -0.375
H 0.68735 4.09973 1.51488 0.093
H 2.57333 3.44161 -0.02503 -0.016
H 1.57187 3.84251 -1.40220 1.194
H -2.53055 1.88269 -0.53283 -0.293
H -3.96103 3.87744 -0.36447 0.442
H -3.47654 5.87494 -1.72982 0.488
H -1.56744 5.86596 -3.30237 0.511
H -0.07764 3.91967 -3.42379 0.444
H -0.47508 1.42387 -4.55485 0.354
H 0.94983 1.62007 -6.54988 0.493
H 3.37558 2.01927 -6.30617 0.425
H 4.38569 2.18380 -4.06062 0.498
H 2.97892 1.94951 -2.05210 0.293
H 3.72319 -0.50982 0.00273 0.290
H 6.10785 -0.06170 0.31621 0.584
H 6.84242 1.86012 1.68659 0.448
H 5.15602 3.36263 2.70290 0.565
H 2.78074 2.95081 2.37278 0.600
H -1.29834 2.09452 1.07993 -0.846
H -2.66558 2.76629 2.99841 0.567
H -1.74481 2.61794 5.29394 0.443
H 0.54686 1.76681 5.64604 0.521
H 1.91944 1.08052 3.73027 1.024
I -1.56639 -3.60474 -1.25127 0.248
C -0.44018 -5.30529 -0.79954 0.229
C -0.53785 -6.25521 -1.77574 -0.530
C 0.02582 -7.53234 -1.57616 -1.146
C 0.60606 -7.81648 -0.38117 -0.866
C 0.70293 -6.84074 0.64318 0.854
C 1.24795 -7.21554 1.89345 -0.716
C 1.33275 -6.31863 2.91208 -1.458
C 0.96649 -4.98270 2.67891 0.091
C 0.46488 -4.54963 1.47358 -0.074
P 0.30131 -2.70892 1.39363 1.343
C -1.24886 -2.39837 2.31358 0.664
C -2.16015 -3.44896 2.46764 -1.196
C -3.38138 -3.23667 3.08560 -0.863
C -3.71568 -1.97416 3.55878 -0.988
C -2.82356 -0.92626 3.40771 -0.761
C -1.60018 -1.13266 2.78396 0.742
C 1.73615 -2.20579 2.38394 0.039
C 1.66248 -1.63788 3.64894 0.624
C 2.83106 -1.34162 4.34414 -0.903
C 4.06662 -1.62672 3.78747 -0.761
C 4.14138 -2.21513 2.52988 -0.643
C 2.98426 -2.49432 1.82694 -0.865
C 0.23646 -5.50883 0.43613 0.152
H -1.06504 -6.04578 -2.69556 0.545
H -0.04337 -8.27647 -2.35643 0.462
H 0.99893 -8.80484 -0.18335 0.448
H 1.57947 -8.23720 2.02589 0.462
H 1.71888 -6.60789 3.87871 0.461
H 1.12893 -4.27051 3.47754 0.586
H -1.91131 -4.44679 2.13321 0.383
H -4.06726 -4.06379 3.21023 0.498
H -4.66764 -1.81186 4.04513 0.428
H -3.07334 0.06156 3.77075 0.409
H -0.92781 -0.29209 2.67245 0.017
H 0.70611 -1.45287 4.11699 0.672
H 2.76947 -0.90653 5.33275 0.494
H 4.97138 -1.40335 4.33560 0.445
H 5.10387 -2.45139 2.09760 0.492
H 3.05226 -2.96079 0.84825 0.425
F 1.65792 -4.07835 -3.79708 -0.205
C 2.28932 -3.42996 -2.83295 0.507
F 3.59951 -3.56219 -2.95226 -0.205
F 1.91013 -3.90617 -1.65056 0.001
S 1.86996 -1.63921 -2.92968 1.719
O 2.56802 -1.11858 -4.03582 -0.487
O 0.37663 -1.57961 -2.91233 -0.699
O 2.20020 -1.14558 -1.54567 -0.637
```

Computed properties:
E_HOMO: -12.18 eV
Max |F|: 0.01124 Eh/bohr
Electronic energy: -6859.4485 a.u.
Kohn-Sham gap: 0.24894 hartree
Net charge: +2
Relative energy (zero: lowest compared OMol25 entry of this formula, charge and spin): 0.00 kJ/mol
E_LUMO: -5.409 eV

Formula: C57H60BCl4IN13O2RbS2Si
Source: OMol25
Level of theory: ωB97M-V with the def2-TZVPD basis set

```
142
Properties=species:S:1:pos:R:3:mulliken_charge:R:1
Rb -0.14889 0.24938 -0.20459 -0.135
C 3.05403 0.69942 -3.06015 -0.680
C 2.25922 -0.42897 -3.64225 0.703
C 2.40972 -1.07649 -4.89004 -1.629
C 1.37575 -1.98693 -4.94221 0.795
C 1.01489 -2.92518 -6.05235 -1.450
N 0.67447 -1.86988 -3.78716 0.080
N 1.21479 -0.90834 -2.99406 0.479
B -0.64399 -2.60732 -3.43111 -1.049
N -0.57816 -3.29028 -2.04925 0.776
N -0.22749 -2.62129 -0.91877 1.958
C -0.25087 -3.50507 0.06689 0.351
C 0.09456 -3.14474 1.48066 -0.954
C -0.62156 -4.77844 -0.42746 -1.860
C -0.81666 -4.59592 -1.77936 1.091
C -1.24348 -5.61471 -2.79148 -1.441
N -1.82586 -1.59407 -3.53557 0.559
N -1.71353 -0.32291 -3.06925 -0.164
C -2.81730 0.31271 -3.42809 0.537
C -3.00412 1.76329 -3.10946 -0.056
C -3.67705 -0.55786 -4.13666 -1.321
C -3.00415 -1.76334 -4.18053 1.007
C -3.42818 -3.04134 -4.83668 -1.362
H 4.06001 0.72684 -3.48404 0.376
H 2.56995 1.65710 -3.26868 -0.045
H 3.12034 0.59036 -1.97461 -0.136
H 3.17580 -0.91329 -5.63556 0.425
H 1.72158 -2.79711 -6.87295 0.370
H 1.03596 -3.96942 -5.72829 0.170
H 0.00952 -2.72074 -6.42993 0.266
H -0.82338 -3.47509 -4.25016 -0.236
H 0.08255 -2.06753 1.63574 -0.330
H -0.61809 -3.60269 2.16996 0.472
H 1.09637 -3.50479 1.73410 0.193
H -0.73682 -5.69923 0.12740 0.464
H -1.33835 -6.57992 -2.29414 0.389
H -2.20908 -5.36466 -3.23646 0.100
H -0.52186 -5.71235 -3.60657 0.190
H -2.09238 2.16006 -2.66343 -0.342
H -3.23174 2.33509 -4.01159 0.497
H -3.82174 1.90708 -2.40043 -0.608
H -4.65508 -0.34728 -4.54888 0.421
H -4.37059 -2.88092 -5.35894 0.383
H -2.68454 -3.38713 -5.55745 0.192
H -3.57231 -3.84014 -4.10468 0.124
Cl -5.62334 -4.52879 3.57596 -0.349
C -4.40172 -3.28436 3.33297 0.544
C -3.61346 -2.91393 4.38914 -0.758
C -2.64345 -1.92132 4.23230 0.103
I -1.42195 -1.44048 5.86834 -0.026
C -2.40207 -1.19737 3.02842 0.023
O -1.54929 -0.28406 2.89186 -0.068
C -3.26723 -1.65323 1.90989 -0.368
N -3.06494 -1.04445 0.72079 0.868
C -3.74948 -1.41523 -0.33755 -0.044
C -4.71920 -2.43169 -0.28714 -0.975
C -4.96453 -3.05250 0.90628 -1.076
C -4.23655 -2.68023 2.06203 0.372
H -3.74193 -3.40100 5.34639 0.415
H -3.53083 -0.90031 -1.27359 -0.036
H -5.25228 -2.71172 -1.18947 0.534
H -5.70169 -3.83992 0.98346 0.380
S 3.41098 -4.29331 -3.64914 0.295
C 4.53604 -4.97628 -4.73287 -0.582
C 5.81384 -4.83560 -4.28496 -0.545
C 5.87336 -4.16708 -3.02921 -0.701
C 4.64481 -3.80671 -2.55014 0.769
C 4.32352 -3.06998 -1.31143 0.205
C 3.05158 -2.47081 -1.13391 -0.085
N 2.72295 -1.76208 -0.08272 1.363
C 3.62677 -1.60847 0.90609 -0.570
C 4.90648 -2.17552 0.85248 1.077
C 5.80608 -1.99523 1.96409 -1.226
C 5.42328 -1.30226 3.06025 -0.982
C 4.10665 -0.72704 3.15174 0.772
C 3.63185 -0.05535 4.29188 -1.107
C 2.34237 0.41567 4.33451 0.547
C 1.54944 0.24436 3.16932 -0.584
N 1.98662 -0.36325 2.09348 0.944
C 3.22699 -0.86526 2.08011 -0.382
C 1.75578 1.03920 5.53225 0.746
C 0.45494 1.39194 5.74279 -0.578
C 0.22026 1.89529 7.05720 -1.119
C 1.34708 1.93740 7.81413 -0.350
S 2.70228 1.34989 6.94802 -0.298
C 5.23934 -2.91079 -0.29719 -1.322
H 4.19247 -5.43313 -5.65129 0.403
H 6.68204 -5.18820 -4.82731 0.388
H 6.79995 -3.94430 -2.51313 0.361
H 2.27373 -2.56735 -1.89532 -0.812
H 6.79364 -2.44400 1.90954 0.395
H 6.09869 -1.18200 3.90223 0.431
H 4.28784 0.05357 5.15082 0.399
H 0.51977 0.59881 3.14776 -0.079
H -0.32883 1.26656 4.99747 0.928
H -0.75695 2.19455 7.41804 0.458
H 1.46227 2.27086 8.83642 0.423
H 6.22072 -3.37211 -0.36319 0.332
Cl 1.21453 6.62130 -1.99759 -0.625
C 0.44507 4.61429 -3.48323 0.338
Cl -0.97653 5.19907 -4.26008 -0.181
Cl 1.82904 4.41763 -4.50032 -0.181
C 0.27707 3.66279 -2.45731 -0.333
N 0.17024 2.96650 -1.54254 -0.068
N 4.41222 2.52118 -0.20288 -0.524
C 3.28668 3.17532 0.29512 0.456
N 2.92509 4.30516 -0.38080 -0.174
O 2.74153 2.80255 1.32547 -0.383
H 4.61014 2.61303 -1.18577 0.273
H 4.51889 1.58865 0.16093 0.185
H 3.23433 4.47158 -1.32302 0.232
H 2.02504 4.70797 -0.16963 -0.058
C -4.66891 3.11136 2.04486 -1.467
C -4.40529 3.02788 0.53477 2.254
C -4.04094 4.41077 -0.02871 -1.480
C -5.62794 2.46068 -0.18012 -1.876
C -3.19007 2.14037 0.33299 -0.810
N -2.05033 2.22767 0.76768 1.239
H -5.49259 3.80769 2.23252 0.474
H -3.78534 3.46814 2.57733 0.144
H -4.93885 2.13074 2.44466 0.314
H -4.89386 5.08873 0.08743 0.445
H -3.79073 4.34608 -1.09186 0.271
H -3.18157 4.83492 0.49794 0.216
H -6.49148 3.10987 -0.00970 0.469
H -5.86210 1.45933 0.18973 0.262
H -5.45609 2.39875 -1.25671 0.284
C -1.06635 5.17300 4.89336 -0.945
Si -0.04298 5.02634 3.33837 -0.335
C 1.75151 4.86604 3.79162 -0.592
C -0.30692 6.56007 2.30835 -0.936
C -0.64420 3.61520 2.36286 -0.105
C -1.34822 3.00357 1.59223 -0.084
H -1.00711 6.18709 5.30562 0.342
H -0.70787 4.47653 5.65095 0.153
H -2.11927 4.94320 4.69490 0.285
H 2.07682 5.70935 4.41034 0.412
H 2.37053 4.82817 2.88796 0.125
H 1.92044 3.93399 4.34485 0.114
H 0.22188 7.41467 2.75078 0.336
H -1.37042 6.81392 2.23448 0.248
H 0.07783 6.41146 1.29184 0.267
```

Computed properties:
E_HOMO (alpha / beta): -2.49 / -2.49 eV
Max |F|: 0.01412 Eh/bohr
Electronic energy: -6343.8808 a.u.
Kohn-Sham gap (alpha / beta): 0.21438 / 0.21424 hartree
Net charge: -2
Relative energy (zero: lowest compared OMol25 entry of this formula, charge and spin): 146.50 kJ/mol
E_LUMO (alpha / beta): 3.339 / 3.340 eV

Formula: C57H60Br2I2KN5O4Si
Source: OMol25
Level of theory: ωB97M-V with the def2-TZVPD basis set

```
132
Properties=species:S:1:pos:R:3:mulliken_charge:R:1
K 0.24435 0.20894 0.20708 0.706
I 1.05280 3.29308 2.30440 0.034
C -0.60323 4.33092 1.47460 -0.802
I -0.80058 4.07853 -0.61315 0.122
H -0.48781 5.38150 1.70614 0.467
H -1.49031 3.91666 1.93652 0.225
C 7.68998 -1.35975 -1.98704 -0.912
O 6.47377 -1.64968 -2.62979 -0.432
C 5.97926 -0.69924 -3.48559 1.067
C 4.68725 -0.92744 -3.96102 -0.428
C 4.09577 -0.01299 -4.80612 0.027
C 4.78287 1.14362 -5.19692 -0.417
C 6.08160 1.32611 -4.76369 -0.358
C 6.68738 0.42171 -3.89112 -0.577
N 4.27556 2.11069 -6.13367 -0.675
N 3.10741 2.54553 -6.05915 -0.546
C 2.28047 2.34453 -4.93685 0.046
C 0.94662 2.07506 -5.21725 -0.350
C 0.04073 1.65008 -4.26249 -1.117
C 0.42612 1.48092 -2.90542 -0.122
O -0.32064 1.04005 -2.00870 0.277
C 1.80425 1.91784 -2.57219 -0.138
N 2.14420 1.87837 -1.26118 0.599
C 3.32390 2.32564 -0.90080 -0.331
C 4.24980 2.86812 -1.80582 -1.248
C 3.93484 2.88669 -3.13562 -0.711
C 2.69619 2.36800 -3.57107 0.883
H 7.85834 -2.16102 -1.27087 0.246
H 7.64277 -0.40462 -1.45436 0.361
H 8.52673 -1.32921 -2.69403 0.336
H 4.13463 -1.79840 -3.62519 0.355
H 3.08501 -0.19544 -5.14583 0.411
H 6.62299 2.20065 -5.10518 0.385
H 7.69818 0.60356 -3.55385 0.371
H 0.64475 2.14839 -6.25758 0.355
H -0.98113 1.39943 -4.52259 0.530
H 3.56622 2.26579 0.15719 0.414
H 5.19350 3.25953 -1.44633 0.406
H 4.62159 3.30274 -3.86187 0.633
C 4.95128 -5.30711 3.79660 -1.723
C 4.08180 -4.62112 4.85939 2.227
C 4.98111 -3.74845 5.74783 -1.750
C 3.46666 -5.71071 5.73809 -2.201
C 3.01767 -3.75437 4.18809 -0.482
C 3.39992 -2.72031 3.33868 -0.275
C 2.45144 -1.93714 2.71995 0.176
Br 3.04018 -0.56563 1.52785 -0.286
C 1.04366 -2.10795 2.85589 -0.082
O 0.20820 -1.41933 2.18672 -0.331
C 0.66697 -3.15834 3.76763 -0.316
C 1.64521 -3.92723 4.38327 -0.366
C -0.82251 -3.42384 4.00233 2.923
C -1.49788 -2.15184 4.53535 -1.839
C -1.50553 -3.84780 2.69350 -1.128
C -1.05926 -4.53895 5.02466 -2.616
H 5.73720 -5.90674 4.26773 0.447
H 5.42864 -4.57576 3.14257 0.315
H 4.34298 -5.96354 3.17046 0.335
H 5.75110 -4.35356 6.23815 0.463
H 4.38725 -3.25003 6.51667 0.364
H 5.48072 -2.97534 5.16176 0.320
H 4.26163 -6.31332 6.18618 0.448
H 2.82352 -6.37762 5.15971 0.382
H 2.87029 -5.28451 6.54770 0.368
H 4.44668 -2.52372 3.13482 0.382
H 1.32118 -4.72166 5.04042 0.546
H -1.37492 -1.33893 3.82440 0.041
H -1.05820 -1.85941 5.49417 0.391
H -2.56799 -2.32997 4.68820 0.505
H -1.40985 -3.07184 1.93716 -0.412
H -2.57039 -4.03349 2.86915 0.627
H -1.06191 -4.77100 2.30938 0.251
H -0.61184 -4.30661 5.99508 0.428
H -0.65944 -5.49692 4.68137 0.422
H -2.13523 -4.66072 5.17192 0.462
C 1.79154 -4.71646 0.52372 -1.261
N 1.59117 -3.79901 -0.57696 0.805
C 0.29401 -3.13499 -0.64876 0.339
C 2.61687 -3.42471 -1.36090 -0.037
O 2.57008 -2.61658 -2.27313 -0.583
H 1.06065 -5.52804 0.47166 0.228
H 1.68171 -4.21395 1.48775 0.609
H 2.79251 -5.14558 0.46690 0.333
H -0.50021 -3.86270 -0.82672 0.153
H 0.29496 -2.42652 -1.47350 0.163
H 0.11459 -2.62441 0.30067 -0.919
H 3.55113 -3.95522 -1.10366 0.168
C -4.82198 0.98160 -5.30101 -0.477
C -4.63084 1.58591 -4.06340 -0.732
C -4.13889 0.84368 -2.99974 -0.053
C -3.83915 -0.52283 -3.10333 0.701
C -4.04909 -1.09975 -4.35904 -0.230
C -4.52633 -0.36620 -5.44166 -0.702
Si -3.08805 -1.39819 -1.54170 0.216
C -4.73294 -1.64349 -0.52563 0.142
C -4.59998 -2.15570 0.77509 -0.254
C -5.67966 -2.30665 1.63289 -0.402
C -6.95080 -1.91548 1.22428 -0.571
C -7.11649 -1.39631 -0.05161 -0.597
C -6.02485 -1.27328 -0.90902 -0.485
C -2.90575 -3.20721 -2.23258 0.448
C -3.58087 -4.34135 -1.76840 -0.513
C -3.28054 -5.62104 -2.22663 -0.590
C -2.29731 -5.81187 -3.18773 -0.606
C -1.61980 -4.70331 -3.68377 -0.602
C -1.91702 -3.43625 -3.20269 -0.298
H -5.18827 1.55668 -6.14400 0.305
H -4.84546 2.64135 -3.93325 0.371
H -3.97232 1.35007 -2.05240 0.132
H -3.83820 -2.15458 -4.49833 0.256
H -4.66477 -0.85422 -6.40104 0.322
H -3.60825 -2.42814 1.12950 0.002
H -5.52589 -2.70480 2.63077 0.374
H -7.79544 -2.00426 1.89804 0.343
H -8.10050 -1.08414 -0.38679 0.343
H -6.18725 -0.87173 -1.90444 0.324
H -4.36440 -4.22941 -1.02638 0.241
H -3.82303 -6.47285 -1.82882 0.363
H -2.05855 -6.80793 -3.54365 0.321
H -0.84367 -4.82612 -4.43149 0.406
H -1.34880 -2.59097 -3.58522 0.443
Br -5.94826 0.75943 3.88403 -0.214
C -4.30427 0.97178 2.96021 -0.066
C -4.28267 1.05162 1.58329 -0.402
C -3.04512 1.26252 0.97920 -0.753
N -1.90614 1.37586 1.66052 0.780
C -1.95612 1.23701 2.98342 -0.451
C -3.13227 1.04800 3.69005 -0.508
H -5.17661 0.93031 0.98642 0.531
H -2.96073 1.33019 -0.09914 0.453
H -1.00552 1.27265 3.50592 0.157
H -3.12606 0.94705 4.76569 0.429
```

Computed properties:
E_HOMO: -1.40 eV
Max |F|: 0.01229 Eh/bohr
Electronic energy: -9415.7333 a.u.
Kohn-Sham gap: 0.17400 hartree
Net charge: -2
Relative energy (zero: lowest compared OMol25 entry of this formula, charge and spin): 72.12 kJ/mol
E_LUMO: 3.333 eV